No. 1
# C28H85N3O21

A 13-piece molecular cluster, C28H85N3O21 overall at a distorted geometry (the ωB97M-V functional and the def2-TZVPD basis, OMol25).

The geometry in XYZ format:
```
137
C28H85N3O21 | OMol25 | the ωB97M-V functional and the def2-TZVPD basis
C -4.211 0.228 -2.978
O -4.284 -1.152 -3.071
C -5.547 -1.732 -3.225
C -5.328 -3.321 -3.397
N -5.054 -3.984 -2.049
C -4.714 -5.421 -2.152
C -3.510 -5.773 -2.965
O -3.800 -5.690 -4.340
C -2.650 -5.714 -5.195
H -4.485 0.564 -1.978
H -4.980 0.672 -3.611
H -3.262 0.653 -3.305
H -6.072 -1.313 -4.084
H -6.103 -1.560 -2.304
H -4.406 -3.449 -3.964
H -6.087 -3.786 -4.026
H -4.318 -3.542 -1.518
H -5.510 -6.088 -2.482
H -4.517 -5.880 -1.184
H -3.286 -6.815 -2.737
H -2.704 -5.104 -2.662
H -2.919 -5.692 -6.251
H -2.055 -6.614 -5.039
H -1.975 -4.870 -5.055
C 2.395 0.574 3.649
O 1.918 1.121 4.850
C 1.830 0.275 5.918
C 1.168 0.992 7.064
N 0.849 -0.014 8.123
C 0.036 0.582 9.182
C 0.860 1.628 9.962
O 2.101 1.004 10.355
C 3.005 2.006 10.784
H 2.427 1.316 2.852
H 1.867 -0.348 3.403
H 3.379 0.131 3.802
H 2.826 -0.083 6.179
H 1.236 -0.600 5.653
H 0.298 1.535 6.695
H 1.838 1.767 7.436
H 1.680 -0.238 8.651
H -0.054 -0.336 9.763
H -0.894 0.990 8.786
H 0.339 2.030 10.832
H 0.965 2.545 9.382
H 2.510 2.450 11.648
H 3.194 2.832 10.099
H 3.973 1.595 11.068
C -1.340 -1.484 -6.599
O -0.583 -1.150 -5.441
C 0.779 -0.853 -5.816
C 1.624 -0.775 -4.575
N 1.059 0.240 -3.671
C 1.048 1.619 -4.178
C 0.409 2.539 -3.084
O -0.956 2.418 -2.811
C -1.560 3.465 -2.113
H -1.134 -0.836 -7.450
H -2.407 -1.549 -6.388
H -1.041 -2.470 -6.952
H 0.856 0.062 -6.402
H 1.124 -1.614 -6.516
H 2.657 -0.568 -4.856
H 1.615 -1.745 -4.077
H 0.077 0.006 -3.660
H 0.523 1.806 -5.114
H 2.113 1.806 -4.313
H 0.668 3.566 -3.341
H 0.946 2.354 -2.154
H -1.498 4.372 -2.715
H -1.015 3.652 -1.188
H -2.598 3.212 -1.899
O -3.157 1.135 1.152
H -2.436 0.986 0.540
H -3.711 1.782 0.716
O 0.271 3.212 4.112
H 0.469 3.593 3.256
H 0.112 2.286 3.931
O -1.766 3.802 2.337
H -2.254 4.156 3.081
H -1.015 4.388 2.242
O 0.527 5.151 1.590
H 0.253 5.652 0.823
H 1.357 4.750 1.331
O -0.607 -1.871 2.670
H -0.611 -1.039 3.143
H 0.294 -1.967 2.361
C 2.533 4.421 -1.162
C 3.340 5.532 -1.862
O 4.673 5.140 -1.872
O 2.780 4.425 0.257
H 2.799 3.457 -1.597
H 1.448 4.518 -1.196
H 3.193 6.415 -1.240
H 3.103 5.714 -2.910
H 4.737 4.832 -2.779
H 3.211 3.593 0.467
C 5.216 0.073 -2.916
C 4.222 1.059 -2.319
O 3.043 0.463 -1.702
O 4.873 -0.347 -4.243
H 5.436 -0.753 -2.240
H 6.184 0.567 -3.003
H 3.917 1.790 -3.068
H 4.763 1.584 -1.533
H 2.355 0.463 -2.371
H 5.065 0.382 -4.837
C -2.636 -2.557 -0.099
C -3.331 -3.352 1.003
O -2.279 -3.809 1.820
O -1.842 -3.385 -0.961
H -2.015 -1.810 0.396
H -3.327 -1.925 -0.657
H -3.809 -4.211 0.532
H -3.984 -2.729 1.613
H -1.799 -3.055 2.171
H -1.542 -2.868 -1.712
C 2.221 -2.883 -0.658
C 1.958 -3.289 0.822
O 1.888 -2.170 1.705
O 3.445 -2.218 -0.831
H 1.398 -2.322 -1.101
H 2.201 -3.824 -1.208
H 2.697 -3.980 1.227
H 0.929 -3.635 0.914
H 2.803 -1.893 1.794
H 3.314 -1.268 -0.877
C -0.093 0.364 -0.171
C 0.592 1.530 0.551
O 0.062 1.808 1.810
O -1.287 0.759 -0.787
H -0.447 -0.344 0.578
H 0.572 -0.135 -0.877
H 0.482 2.422 -0.066
H 1.672 1.392 0.616
H -0.691 2.384 1.657
H -1.106 1.211 -1.614
```

Summary:
Electronic energy, eV: -77866.908
HOMO (alpha / beta), eV: -9.713 / -9.713
2S+1: 2
Charge: +1
Kohn-Sham gap (alpha / beta), Eh: 0.286 / 0.093

No. 2
# C27H76O11

A 11-piece molecular cluster, C27H76O11 overall at a distorted geometry (the ωB97M-V functional and the def2-TZVPD basis, OMol25).

The geometry in XYZ format:
```
114
C27H76O11 | OMol25 | the ωB97M-V functional and the def2-TZVPD basis
C 7.430 -1.338 -2.580
O 6.951 -2.583 -3.158
H 6.609 -0.883 -2.027
H 8.167 -1.600 -1.820
H 7.885 -0.552 -3.181
H 7.096 -3.350 -2.599
C -5.886 3.098 -0.506
O -6.922 3.107 -1.391
H -5.189 3.870 -0.832
H -6.320 3.302 0.473
H -5.417 2.116 -0.444
H -6.504 2.951 -2.242
C -1.620 6.312 2.543
O -0.398 6.252 3.257
H -1.297 6.567 1.534
H -2.036 5.304 2.537
H -2.331 7.043 2.929
H -0.044 7.134 3.393
C -3.663 -6.040 2.095
C -2.844 -6.805 1.039
C -3.456 -8.139 0.707
O -2.945 -6.078 -0.144
H -3.410 -4.980 2.119
H -3.439 -6.574 3.019
H -4.709 -6.102 1.796
H -1.822 -6.941 1.394
H -4.440 -7.953 0.277
H -3.572 -8.782 1.580
H -2.842 -8.685 -0.009
H -3.021 -6.756 -0.820
C 4.884 1.654 2.748
C 4.045 2.914 2.698
C 4.198 3.535 1.295
O 2.756 2.551 2.941
H 4.567 0.972 3.538
H 5.963 1.775 2.651
H 4.702 1.024 1.876
H 4.471 3.537 3.485
H 3.462 3.008 0.687
H 5.157 3.457 0.782
H 3.827 4.559 1.277
H 2.317 3.395 3.070
C 2.374 -1.219 -7.347
C 2.800 -2.424 -8.202
C 3.283 -3.663 -7.406
O 1.798 -2.681 -9.088
H 3.135 -1.015 -6.593
H 1.473 -1.545 -6.827
H 2.049 -0.405 -7.996
H 3.613 -2.133 -8.867
H 4.085 -3.369 -6.728
H 3.611 -4.385 -8.153
H 2.450 -4.070 -6.831
H 2.208 -3.199 -9.785
C -4.552 0.418 -5.299
C -5.521 1.306 -6.073
C -6.899 0.612 -6.121
O -5.590 2.522 -5.423
H -4.931 0.121 -4.321
H -3.554 0.854 -5.240
H -4.471 -0.542 -5.809
H -5.223 1.495 -7.105
H -6.811 -0.331 -6.660
H -7.627 1.254 -6.618
H -7.331 0.431 -5.137
H -6.105 3.134 -5.954
C 2.700 -6.844 7.937
C 2.665 -5.459 7.248
C 1.489 -5.488 6.279
O 2.464 -4.578 8.311
H 1.846 -6.991 8.597
H 3.575 -6.882 8.586
H 2.669 -7.647 7.200
H 3.554 -5.135 6.708
H 1.550 -6.140 5.407
H 1.392 -4.504 5.822
H 0.561 -5.744 6.791
H 2.359 -3.699 7.939
C 0.961 -0.490 -1.397
C -0.233 -0.357 -0.370
C -0.143 -1.128 0.915
O -0.429 1.000 0.018
H 1.959 -0.353 -0.981
H 0.836 0.231 -2.206
H 0.858 -1.514 -1.757
H -1.165 -0.702 -0.818
H 0.796 -0.866 1.404
H -0.250 -2.189 0.690
H -0.934 -0.866 1.618
H 0.227 1.127 0.706
C 1.085 2.707 8.324
C 0.328 1.405 7.916
C -0.959 1.595 7.151
O 1.234 0.664 7.169
H 1.630 3.246 7.548
H 1.812 2.475 9.102
H 0.384 3.405 8.781
H 0.133 0.857 8.838
H -1.642 2.235 7.710
H -1.588 0.725 6.963
H -0.772 2.147 6.229
H 1.330 1.168 6.358
C 0.148 5.310 -4.199
C -0.789 6.498 -4.466
C -1.283 7.070 -3.173
O -0.082 7.425 -5.201
H -0.384 4.562 -3.610
H 1.030 5.566 -3.613
H 0.387 4.881 -5.172
H -1.633 6.131 -5.050
H -1.931 6.323 -2.716
H -1.960 7.913 -3.309
H -0.449 7.408 -2.558
H 0.035 7.035 -6.070
```

Summary:
Electronic energy, eV: -51749.290
HOMO, eV: -9.967
Energy relative to the best compared isomer or geometry (same formula, charge and spin), eV: 4.2201
2S+1: 1
Charge: 0
Kohn-Sham gap, Eh: 0.378
SMILES: CC(C)O.CC(C)O.CC(C)O.CC(C)O.CC(C)O.CC(C)O.CC(C)O.CC(C)O.CO.CO.CO

No. 3
# C7H7FOS

C7H7FOS as an isolated structure at a distorted geometry (the ωB97M-V functional and the def2-TZVPD basis, OMol25).

The geometry in XYZ format:
```
17
C7H7FOS | OMol25 | the ωB97M-V functional and the def2-TZVPD basis
C 0.008 -0.659 2.328
C -1.257 -0.985 2.252
C -0.299 -0.063 -3.071
C 0.571 0.873 -3.251
C -0.860 -0.153 -1.570
C 0.670 -0.339 1.002
C -0.363 -0.632 -0.022
O -2.088 -0.567 -1.551
F 0.986 1.240 -4.547
S -1.907 -1.125 0.520
H 0.563 -0.628 3.252
H -1.999 -1.331 2.793
H -0.734 -0.783 -3.739
H 1.051 1.691 -2.692
H -0.822 0.893 -0.904
H 1.053 0.734 0.936
H 1.621 -1.009 0.958
```

Summary:
Electronic energy, eV: -22966.302
HOMO, eV: -8.505
Energy relative to the best compared isomer or geometry (same formula, charge and spin), eV: 4.3674
2S+1: 1
Charge: 0
Kohn-Sham gap, Eh: 0.290

No. 4
# C18H40AgBNO6P

C18H40AgBNO6P as an isolated structure at a distorted geometry (the ωB97M-V functional and the def2-TZVPD basis, OMol25).

The geometry in XYZ format:
```
68
C18H40AgBNO6P | OMol25 | the ωB97M-V functional and the def2-TZVPD basis
C 5.845 3.139 1.433
C 5.425 1.543 1.168
O 5.975 1.064 -0.112
C 5.697 -0.365 -0.336
C 4.119 -0.505 -0.758
C 3.127 -0.933 0.518
C 1.640 -0.277 0.145
C 0.425 -0.812 1.106
C -0.703 -1.736 0.355
B -0.255 -3.156 -0.367
O -1.009 -4.413 -0.024
C 0.979 -3.331 -1.445
C 0.741 -2.599 -2.893
O -1.540 -2.169 1.523
P -3.182 -1.492 1.574
C -2.761 0.069 2.600
C -4.066 0.873 3.193
C -4.363 2.318 2.412
C -4.282 2.202 0.776
O -5.363 1.346 0.185
O -3.112 -0.706 0.021
C -1.812 -1.051 -0.638
C -1.346 -0.007 -1.812
C -2.505 1.145 -2.170
C -2.253 1.493 -3.786
N -1.104 2.386 -4.246
O -3.031 0.959 -4.745
H 5.650 3.392 2.568
H 5.069 3.774 0.795
H 6.964 3.329 1.125
H 5.860 0.863 2.038
H 4.232 1.548 1.181
H 5.938 -1.063 0.576
H 6.336 -0.683 -1.291
H 3.758 0.586 -1.070
H 3.922 -1.183 -1.701
H 3.549 -0.504 1.540
H 3.075 -2.105 0.664
H 1.768 0.891 0.358
H 1.468 -0.419 -1.004
H -0.016 0.104 1.684
H 0.935 -1.504 1.934
H -0.868 -4.633 0.959
H 1.113 -4.491 -1.677
H 2.023 -2.966 -1.044
H -0.321 -2.754 -3.362
H 1.548 -3.008 -3.647
H 0.910 -1.418 -2.860
H -4.627 -1.280 1.732
H -3.330 -2.287 2.767
H -3.633 -2.713 0.899
H -2.053 0.834 2.025
H -2.112 -0.313 3.526
H -3.801 1.153 4.322
H -5.050 0.222 3.258
H -5.421 2.750 2.728
H -3.479 3.037 2.762
H -3.206 1.866 0.454
H -4.424 3.303 0.341
H -5.642 0.681 0.893
H -2.159 -1.993 -1.286
H -1.247 -0.642 -2.819
H -0.372 0.604 -1.574
H -2.344 2.145 -1.563
H -3.597 0.725 -2.112
H -1.254 3.376 -3.918
H -0.207 2.033 -3.795
Ag 3.758 3.758 -0.085
```

Summary:
Electronic energy, eV: -47038.057
HOMO, eV: -6.149
2S+1: 1
Charge: 0
Kohn-Sham gap, Eh: 0.063

No. 5
# C4H7N2

An isolated ion of composition C4H7N2 and charge +1 at a distorted geometry (the ωB97M-V functional and the def2-TZVPD basis, OMol25).

The geometry in XYZ format:
```
13
C4H7N2 | OMol25 | the ωB97M-V functional and the def2-TZVPD basis
C -1.577 0.513 0.983
C -0.739 -0.470 -0.912
C 0.193 -0.593 0.167
C 1.621 0.484 -0.262
N -1.701 0.190 -0.336
N -0.438 0.058 1.314
H -0.872 -0.946 -1.840
H 0.729 -1.511 0.425
H 1.215 1.525 -0.280
H 1.957 0.233 -1.201
H 2.310 -0.011 0.524
H -2.583 0.462 -0.787
H -0.116 0.065 2.205
```

Summary:
Electronic energy, eV: -7231.403
HOMO, eV: -13.849
Energy relative to the best compared isomer or geometry (same formula, charge and spin), eV: 4.3352
2S+1: 1
Charge: +1
Kohn-Sham gap, Eh: 0.293

No. 6
# C35H32AsBrN7O6SV

C35H32AsBrN7O6SV as an isolated structure at a distorted geometry (the ωB97M-V functional and the def2-TZVPD basis, OMol25).

The geometry in XYZ format:
```
84
C35H32AsBrN7O6SV | OMol25 | the ωB97M-V functional and the def2-TZVPD basis
V 0.801 0.921 -0.630
O 5.343 -0.314 -4.291
C 4.354 0.109 -3.448
C 3.268 0.855 -3.906
C 2.275 1.197 -3.001
N 2.335 0.869 -1.703
C 3.404 0.187 -1.259
C 4.425 -0.225 -2.093
C 3.246 -0.098 0.209
O 4.124 -0.650 0.862
O 2.114 0.313 0.635
C 1.020 1.950 -3.299
O 0.827 2.535 -4.366
O 0.201 1.945 -2.311
H 5.137 -0.017 -5.186
H 3.173 1.160 -4.941
H 5.246 -0.806 -1.704
O -0.748 0.961 0.107
C -1.844 1.074 0.760
C -1.966 2.046 1.783
C -3.078 2.114 2.586
C -4.140 1.233 2.392
C -4.083 0.322 1.357
C -2.975 0.233 0.515
C -2.953 -0.669 -0.612
N -2.094 -0.645 -1.611
C -2.480 -1.619 -2.471
C -3.600 -2.246 -2.007
N -3.899 -1.634 -0.822
H -1.124 2.709 1.935
H -3.114 2.846 3.383
H -5.007 1.278 3.037
H -4.923 -0.346 1.212
H -1.940 -1.806 -3.378
H -4.197 -3.044 -2.401
H -4.631 -1.904 -0.189
Br 2.099 -0.521 6.762
C 1.471 0.052 5.054
C 0.671 -0.786 4.302
C 0.158 -0.272 3.118
N 0.405 0.951 2.694
C 1.194 1.727 3.412
C 1.761 1.329 4.615
H 0.432 -1.788 4.621
H -0.507 -0.866 2.504
H 1.363 2.724 3.022
H 2.384 1.996 5.189
C -1.114 5.523 0.164
As -0.427 4.006 -0.921
C 0.186 5.063 -2.456
C -2.158 3.260 -1.408
S 1.188 3.313 0.229
H -1.880 6.062 -0.396
H -0.311 6.216 0.426
H -1.554 5.138 1.085
H -0.552 5.825 -2.717
H 0.350 4.413 -3.314
H 1.126 5.548 -2.174
H -2.540 3.870 -2.229
H -2.830 3.326 -0.551
H -2.046 2.231 -1.737
C 0.999 -2.465 -3.144
C 0.626 -1.250 -2.589
N 0.702 -1.015 -1.271
C 1.062 -2.001 -0.468
C 1.445 -3.276 -0.925
C 1.445 -3.474 -2.318
C 1.904 -4.325 -0.064
C 1.418 -4.699 1.156
C 0.212 -4.294 1.782
C -0.225 -4.957 2.958
C -1.416 -4.575 3.512
N -2.192 -3.617 2.978
C -1.717 -3.082 1.860
N -0.596 -3.346 1.241
H 0.946 -2.608 -4.217
H 0.249 -0.452 -3.216
H 1.125 -1.773 0.588
H 1.756 -4.430 -2.718
H 2.708 -4.930 -0.469
H 1.940 -5.499 1.672
H 0.375 -5.745 3.392
H -1.790 -5.035 4.422
H -2.343 -2.320 1.404
```

Summary:
Electronic energy, eV: -226938.639
HOMO (alpha / beta), eV: -1.850 / -4.789
2S+1: 4
Charge: -1
Kohn-Sham gap (alpha / beta), Eh: 0.147 / 0.255

No. 7
# H14O7

A 7-piece molecular cluster, H14O7 overall at a distorted geometry (the ωB97M-V functional and the def2-TZVPD basis, OMol25).

The geometry in XYZ format:
```
21
H14O7 | OMol25 | the ωB97M-V functional and the def2-TZVPD basis
O 48.864 20.104 38.856
H 48.415 19.863 38.069
H 49.104 19.152 39.097
O 44.606 15.176 38.794
H 44.288 16.015 39.146
H 44.572 14.815 39.577
O 47.275 16.525 38.037
H 47.753 16.777 38.825
H 46.381 16.637 38.257
O 44.609 17.704 39.754
H 44.846 18.694 39.733
H 43.772 17.657 40.060
O 48.207 13.971 37.909
H 47.811 14.887 37.897
H 48.456 13.558 38.815
O 49.137 17.462 39.966
H 50.006 17.184 40.098
H 48.856 17.467 40.824
O 49.002 17.288 35.790
H 49.931 17.367 36.243
H 48.388 16.997 36.539
```

Summary:
Electronic energy, eV: -14558.404
HOMO, eV: -10.361
Energy relative to the best compared isomer or geometry (same formula, charge and spin), eV: 3.0571
2S+1: 1
Charge: 0
Kohn-Sham gap, Eh: 0.373
SMILES: O.O.O.O.O.O.O

No. 8
# C8H14O2P

A 2-piece molecular cluster, C8H14O2P overall at a distorted geometry (the ωB97M-V functional and the def2-TZVPD basis, OMol25).

The geometry in XYZ format:
```
25
C8H14O2P | OMol25 | the ωB97M-V functional and the def2-TZVPD basis
C 0.914 0.453 -1.581
C 0.014 -0.627 -2.020
C 0.091 1.641 -1.143
C -0.601 -1.465 -0.781
C 0.014 1.883 0.369
C -1.137 -0.694 0.473
C -0.165 -0.355 1.585
C 0.748 0.816 1.155
O 2.725 -1.757 1.462
O 3.328 0.922 -0.275
P 2.041 0.252 -0.193
H -0.881 -0.184 -2.606
H 0.516 -1.328 -2.678
H 0.398 2.537 -1.616
H -0.984 1.571 -1.581
H -1.263 -2.222 -1.095
H 0.246 -2.071 -0.454
H 0.412 2.829 0.628
H -1.025 1.792 0.791
H -1.607 0.245 0.209
H -1.913 -1.214 0.908
H -0.636 -0.081 2.493
H 0.413 -1.201 1.701
H 1.071 1.189 2.085
H 3.223 -2.369 0.901
```

Summary:
Electronic energy, eV: -21903.928
HOMO, eV: -2.934
Energy relative to the best compared isomer or geometry (same formula, charge and spin), eV: 4.6648
2S+1: 1
Charge: -1
Kohn-Sham gap, Eh: 0.229

Question: Which of these has the highest 2S+1?
Answer: C35H32AsBrN7O6SV

Question: Look up the electronic energy of the sixth one.
Answer: -226938.639 eV

Question: The highest electronic energy belongs to which entry?
Answer: C4H7N2